Version 1
C7H8 | ωB97M-V/def2-TZVPD

Results
**HOMO-LUMO gap**: 8.693 eV

XYZ file:
```
15
C7H8 ωB97M-V/def2-TZVPD
C -0.39 -1.75 0.74
C 1.15 0.11 -0.46
C 0.66 0.72 0.86
C 0.31 1.21 -1.13
C -0.11 -0.40 0.16
C 0.27 1.99 0.16
C -1.01 0.55 -0.68
H 1.03 0.64 1.88
H 0.45 -2.10 1.35
H 0.44 1.66 -2.11
H -1.50 1.29 0.01
H -1.76 0.24 -1.41
H -0.56 -2.50 -0.05
H -1.28 -1.74 1.38
H 2.11 -0.36 -0.65
```


Version 2
C7H8 | ωB97M-V/def2-TZVPD

Results
**HOMO-LUMO gap**: 10.182 eV

XYZ file:
```
15
C7H8 ωB97M-V/def2-TZVPD
C 1.46 0.89 -1.93
C -0.59 0.00 0.69
C -0.05 -1.36 1.12
C 1.15 0.99 -0.77
C -1.33 -0.10 -0.62
C -1.04 0.14 -1.88
C 0.56 1.03 0.57
H 0.18 2.05 0.77
H -2.35 -0.52 -0.63
H -0.83 -2.13 1.13
H 1.75 0.82 -2.96
H 1.32 0.82 1.33
H 0.38 -1.30 2.13
H 0.74 -1.68 0.43
H -1.29 0.36 1.46
```


Q: Which of them is the least stable? A: version 1.